ORCA calculation (wB97M-V/def2-TZVPD) on a structure of composition C21H25IrN4O5.

Its net charge is +1. The maximum force comes out at 0.64 eV Å⁻¹. The value obtained for the molar mass is 605.67 u. As for the HOMO energy (alpha / beta): -10.539 / -10.960 eV. Its spin multiplicity is 6. For the LUMO energy (alpha / beta), the calculation gives -3.0 / -5.8 eV.

XYZ file:
```
56
Properties=species:S:1:pos:R:3:forces:R:3
C 1.5158 0.6009 -5.5097 -0.049 0.028 -0.015
O 2.1324 1.7226 0.4612 -0.132 -0.059 -0.037
C -1.5862 -2.2501 -0.5896 0.057 0.180 0.209
C -2.5140 0.9637 0.9528 -0.328 -0.504 -0.217
H -1.4148 -3.5458 1.1306 0.058 -0.051 0.014
H 3.2696 -3.3878 0.7920 0.001 -0.036 -0.017
C -0.7772 1.9606 2.5347 0.006 -0.089 -0.046
H -0.9156 -1.8290 -1.3342 0.029 -0.002 -0.104
C -0.4131 1.0249 -4.1380 -0.045 -0.014 -0.011
C 1.6044 -0.0141 -3.1700 -0.220 0.170 -0.034
N 2.0004 -0.7831 -0.8894 -0.378 0.407 0.254
H -3.0970 -0.7673 -0.9516 0.021 0.052 0.047
H -0.3161 1.5206 -6.1958 0.041 -0.008 -0.021
H -3.8861 3.0823 1.6171 -0.013 0.022 0.034
C -0.5202 -1.8877 2.6124 0.014 -0.035 0.042
H 1.8625 -2.2643 2.4293 -0.020 0.008 0.015
H -3.3059 4.8376 3.2431 0.002 0.001 -0.011
H -3.5612 1.0415 0.6422 -0.027 -0.050 0.122
N -1.8373 -0.0556 0.5781 0.118 0.411 -0.107
N 0.1210 -2.1125 1.3038 0.049 0.178 0.011
C 1.4081 -2.7783 1.5803 0.114 -0.118 -0.107
H 1.2110 -3.8137 1.8909 -0.002 0.034 0.094
O 1.8752 3.8795 0.4692 -0.203 -0.487 -0.110
H -2.1942 -3.0028 -1.0965 -0.013 0.001 0.007
H -3.2487 -1.5828 0.6043 -0.004 0.049 0.009
C -2.0591 2.0116 1.8370 0.095 0.376 0.175
N 1.4260 2.7700 0.3042 0.173 0.302 0.120
C 0.2056 1.0891 -5.3520 -0.056 0.035 0.025
H 0.0191 -1.1237 3.1641 0.036 0.016 0.013
H 3.0639 -0.7796 0.8912 0.002 0.022 -0.015
H 3.3908 -0.8772 -2.3730 -0.040 -0.069 0.023
H -0.5190 -2.8140 3.1993 -0.062 -0.021 -0.041
C 0.2468 0.4509 -3.0015 0.069 -0.005 -0.190
C -0.7540 -2.9720 0.4702 -0.112 -0.029 -0.124
H 0.4527 2.9252 4.0228 -0.003 -0.032 -0.021
C 2.9354 -1.4254 0.0204 0.259 -0.301 0.020
Ir 0.3413 0.1907 0.2227 0.349 -0.074 -0.275
H 2.0167 -3.3172 -0.4343 0.042 -0.037 -0.004
C -2.6078 4.0349 3.0494 0.107 0.120 0.142
C 2.1942 0.0696 -4.4276 0.086 -0.026 0.129
H 3.2090 -0.2893 -4.5501 -0.009 0.002 -0.028
H -0.1314 -3.6934 -0.0600 0.013 -0.022 0.038
C -2.9313 3.0487 2.1279 0.059 -0.358 -0.277
H 1.9924 0.6481 -6.4789 0.026 0.002 0.015
C -1.3838 3.9901 3.7456 0.007 0.023 0.037
C 2.3738 -0.5854 -2.0945 0.277 -0.175 0.010
H -1.4154 1.4034 -3.9892 0.002 -0.036 0.023
C -2.5284 -1.1529 -0.0994 -0.155 -0.294 -0.162
C -0.5009 2.9802 3.5147 0.038 0.081 0.066
O 0.0858 1.0768 2.3181 -0.082 0.153 0.208
H -1.5477 -1.5609 2.4840 -0.016 0.030 -0.015
O 0.2085 2.5709 -0.0189 0.109 -0.141 -0.089
C 2.4179 -2.8024 0.4425 -0.140 0.193 0.031
H -1.1448 4.7594 4.4672 -0.034 0.016 -0.018
H 3.9142 -1.5375 -0.4572 -0.045 0.038 -0.040
O -0.3833 0.3522 -1.9114 -0.072 0.126 0.201
```
Forces are in eV/Å.

---

ORCA calculation (wB97M-V/def2-TZVPD) on a structure of composition C21H25MgN6O4S in a non-equilibrium geometry.

Its net charge is +1. The maximum force comes out at 3.41 eV Å⁻¹. The value obtained for the molar mass is 481.84 u. As for the HOMO energy: -10.246 eV. Its spin multiplicity is 1. For the LUMO energy, the calculation gives -2.6 eV.

XYZ file:
```
58
Properties=species:S:1:pos:R:3:forces:R:3
C 1.0180 -0.8845 5.5359 0.901 -0.227 1.325
C -3.2190 -3.2975 2.2252 -0.757 -0.647 -1.158
H -2.5405 1.4220 -1.7892 0.433 -0.207 -0.091
H 3.0542 -1.4601 6.1358 -0.445 -0.358 -0.060
H 0.4725 4.9271 -2.6592 -0.099 -0.531 0.042
C 0.1994 -0.4435 4.5129 0.624 -0.081 0.848
N 3.4822 2.5514 -0.0173 -0.335 0.021 -0.547
C 2.7355 -1.6060 4.0065 -0.695 0.831 0.158
O 1.0091 0.1020 -1.9774 -0.478 0.748 -0.975
H -1.5882 3.4749 -3.3651 0.164 0.065 -0.526
O 1.5728 1.3625 -3.7291 -1.340 -0.331 0.333
H 0.5975 -0.8983 6.5500 0.493 0.326 -0.328
C -2.9608 -3.7625 -0.1758 -0.425 1.180 0.786
O 0.7475 0.9422 1.0978 -0.413 -0.718 0.741
H 1.3970 4.3304 -0.4961 -0.230 -0.237 -0.110
H -0.8162 4.4752 -1.6405 -0.145 0.067 0.804
H -1.5764 -2.2470 -3.4007 -0.242 -0.207 0.148
C -3.2338 -4.4162 -1.4017 -0.249 0.512 -0.510
C -1.9829 -2.7308 -2.5088 0.470 0.137 -0.193
H -3.8939 -5.2745 -1.4208 0.042 -0.047 0.114
H -1.8249 -1.9005 3.1607 -0.134 -0.174 -0.107
C -0.5763 3.0807 -3.2253 -0.333 0.367 -0.163
C 2.3501 -1.3266 5.3156 -1.319 -0.100 -0.072
N -0.5141 -1.1230 0.8578 -0.338 0.526 1.438
H -4.5039 -4.5577 1.1270 -0.607 -0.806 0.001
H 2.0723 2.9465 -2.9010 0.474 -0.294 0.573
H 4.3395 2.2574 0.4168 -0.107 -0.217 -0.043
C -2.0526 -2.6628 -0.1983 -0.328 -0.568 1.297
C 1.9386 -1.1428 2.9701 0.290 -0.441 -0.610
C 3.3247 2.4847 -1.3627 -1.065 0.687 1.168
H 4.9928 1.3766 -1.7367 -0.591 0.362 -0.222
H -0.7298 0.0546 4.7206 -0.372 -0.133 -0.088
O -1.4310 0.8422 2.2363 1.627 -1.236 0.716
H -1.2561 1.1020 -3.7626 0.100 0.321 0.749
H -3.7753 -3.5500 3.1079 0.014 0.197 0.459
N 4.2306 1.9241 -2.1392 0.570 -0.966 -1.603
C 1.0904 3.5001 -1.1553 -0.780 0.399 0.779
H 0.7003 2.6837 -0.4801 0.327 0.606 -0.746
Mg -0.5144 -0.4667 -0.9796 0.285 0.408 -0.080
C 0.7385 0.9725 -2.8935 0.311 -0.714 0.322
N -1.5319 1.3496 -1.6240 0.210 -0.849 -1.323
C 0.0304 4.0495 -2.1488 0.601 -0.482 -0.425
C -2.7592 -3.8906 -2.5994 0.314 -0.001 0.954
S -0.1898 0.1246 1.9083 -1.350 0.841 -3.020
H 2.2794 -1.2631 1.9287 -0.398 0.083 0.593
H -2.9168 -4.3304 -3.5778 -0.212 -0.066 0.258
N 2.2533 3.0676 -1.8973 0.397 -0.104 -0.453
H 3.6159 -2.1607 3.7842 0.754 -0.023 -0.052
C -3.6515 -3.9358 1.0723 1.512 0.273 0.188
H 3.9062 1.6377 -3.0919 0.443 0.393 1.207
C 0.7233 -0.5365 3.2611 -0.245 0.319 -1.377
N -1.6229 -2.1722 -1.3610 0.415 0.306 -1.198
C -2.1620 -2.3734 2.2431 0.289 0.228 -0.925
H -1.3290 2.0828 -0.9793 0.271 0.551 0.696
H 2.6452 2.5890 0.5577 0.328 -0.009 -0.069
H -0.0146 3.1181 -4.1768 -0.407 0.111 0.484
C -1.5893 -2.0128 1.0340 0.279 -0.309 0.292
C -0.7599 1.5946 -2.8938 1.502 0.217 -0.396
```
Forces are in eV/Å.

---

ORCA calculation (wB97M-V/def2-TZVPD) on a cluster of 2 separate species, C21H25N2O2 in total in a non-equilibrium geometry.

Its net charge is +1. The maximum force comes out at 1.90 eV Å⁻¹. The value obtained for the molar mass is 337.44 u. As for the HOMO energy: -10.295 eV. The energy above the lowest of the compared OMol25 structures with the same formula, charge and spin is 243.63 kJ/mol. Its spin multiplicity is 1. For the LUMO energy, the calculation gives -5.0 eV.

XYZ file:
```
50
Properties=species:S:1:pos:R:3:forces:R:3
H 0.5449 -4.0841 -2.5195 -0.088 0.158 -0.184
H 2.7258 1.4254 -2.3494 -0.206 -0.239 -0.105
H 3.3420 -0.0023 -4.2742 -0.210 0.076 0.102
C 2.2521 3.7268 1.6958 0.299 0.139 -0.136
N -2.7178 -1.7047 1.9802 1.719 -0.676 -0.021
H 5.3010 5.6996 -0.0935 -0.059 -0.070 0.248
C -6.1177 -2.7515 2.4475 -0.024 -0.327 0.070
C 0.6948 -1.2453 -1.6441 -0.025 -0.431 -0.416
H -6.7490 -3.1355 1.6387 0.047 0.075 0.279
C 3.5412 3.9847 1.1600 0.230 0.471 -0.008
C -1.9470 -0.6845 1.8434 -1.123 0.284 0.019
C 4.1321 3.0384 0.2815 -0.049 0.200 0.225
C -4.8637 -0.6148 2.4110 0.270 0.145 0.040
C 2.6131 -0.3271 -3.5372 -0.026 -0.278 -0.373
C 2.0306 1.7438 0.2772 0.329 0.127 0.435
H -6.4068 -3.2673 3.3722 0.019 0.200 -0.261
H -4.2095 -3.8393 2.7226 -0.121 0.284 -0.104
H 5.1547 3.1928 -0.0802 -0.466 -0.224 0.235
C 2.2814 0.4370 -2.4450 0.197 -0.111 0.474
C 0.9762 -1.9889 -2.7723 0.345 0.518 0.021
H -4.5917 0.0728 3.2245 -0.019 -0.234 -0.091
H 0.5009 2.5104 1.6265 0.248 0.059 -0.079
H -6.6636 -0.9474 3.5733 0.048 -0.132 -0.276
H -0.8906 -0.8741 1.5916 -0.688 0.000 0.109
C 5.3878 5.5452 0.9894 -0.125 -0.173 0.127
C -6.2589 -1.2208 2.5911 -0.224 0.293 0.093
C 3.4109 1.9155 -0.0842 -0.284 0.125 -0.258
H -4.5226 -3.3168 1.0603 -0.007 0.178 0.309
O 2.1806 -2.4323 -4.7236 -0.872 0.685 1.537
H -0.6472 -3.2045 -3.5058 0.337 -0.040 0.134
C 1.2510 -3.5730 -4.5261 0.133 -0.259 -0.328
H 3.9153 1.1360 -0.6606 -0.195 0.311 0.214
C 1.5137 2.6619 1.2506 0.103 -0.254 -0.122
H 0.6229 -3.6644 -5.4209 0.329 0.214 0.177
H -6.9369 -0.8138 1.8340 0.071 -0.089 0.203
O 4.1243 5.1418 1.5625 -0.407 -1.246 -0.562
C -4.6482 -3.0319 2.1209 0.063 -0.189 -0.268
H 1.8828 4.4158 2.4464 -0.099 -0.048 -0.136
H -4.7873 -0.0210 1.4833 0.081 -0.304 0.027
H 5.6114 6.4888 1.4853 0.060 -0.147 -0.132
C 0.4239 -3.2888 -3.2656 -0.428 -0.312 0.200
C 1.9607 -1.5606 -3.7007 -0.056 -0.595 -0.153
H 6.1696 4.8073 1.2108 -0.187 0.190 -0.025
H -2.3061 0.3557 1.9480 0.279 -0.350 0.138
C 1.1843 0.7127 -0.2185 0.724 0.255 -0.469
H 0.2913 0.4874 0.3630 0.089 0.000 -0.079
H -0.0369 -1.6206 -0.9225 0.227 0.215 -0.152
C 1.3925 -0.0230 -1.4106 0.071 0.242 -0.331
H 1.8449 -4.4917 -4.4312 0.026 0.448 -0.077
N -3.9576 -1.7699 2.3940 -0.354 0.834 -0.273
```
Forces are in eV/Å.

---

ORCA calculation (wB97M-V/def2-TZVPD) on an isolated molecule of C21H25N3O4S.

Its net charge is 0. The maximum force comes out at 0.91 eV Å⁻¹. The value obtained for the molar mass is 415.51 u. The SMILES is CC(=O)Nc1ccc(S(=O)(=O)Nc2ccccc2C(=O)N2CCCCCC2)cc1. As for the HOMO energy: -8.894 eV. The energy above the lowest of the compared OMol25 structures with the same formula, charge and spin is 88.44 kJ/mol. Its spin multiplicity is 1. For the LUMO energy, the calculation gives 0.5 eV.

XYZ file:
```
54
Properties=species:S:1:pos:R:3:forces:R:3
C -6.3979 0.3791 0.3012 -0.237 -0.176 0.371
O 0.2447 2.7762 -1.8338 -0.260 -0.088 -0.162
H -5.2174 0.0053 1.9161 -0.095 0.058 -0.197
H -7.6274 0.5684 2.0511 -0.011 0.018 0.100
C -0.6216 -1.6193 -2.1598 0.092 0.112 0.015
H 4.1937 0.0523 -2.2776 -0.049 0.014 -0.036
O 0.9893 -0.5206 2.0372 -0.122 0.052 0.244
H 6.0783 1.5691 1.2350 0.009 0.097 -0.005
H 4.1965 -1.7148 -0.4354 -0.081 0.033 -0.071
C 5.3137 0.7140 -0.5678 -0.069 0.192 -0.042
H 3.1313 -0.3451 2.6784 0.175 -0.051 -0.112
H 3.0561 1.7649 1.1872 0.147 0.005 0.142
O 1.1753 1.8894 0.2537 -0.398 -0.293 0.206
H 5.8730 -0.1834 -0.2899 0.059 -0.024 -0.045
S 0.2725 1.7408 -0.8421 -0.164 0.100 -0.541
H 0.4875 0.5534 -2.6989 0.010 0.090 -0.091
H 3.2704 1.0909 -1.1884 -0.016 0.011 -0.103
C -0.7651 -3.3894 -0.5574 0.028 -0.025 0.039
C 3.4020 -0.9697 -0.5828 0.007 0.051 -0.466
H 4.1613 1.7286 2.5514 -0.054 0.021 0.040
H -1.7570 -3.4005 -2.4583 -0.056 -0.037 -0.061
C -3.7067 1.2141 -0.7699 -0.081 0.031 -0.148
C 0.0752 -2.6800 0.2796 -0.016 0.033 -0.008
H 2.6554 -1.4040 -1.2475 0.128 -0.023 0.098
H -3.0240 0.1203 2.3692 -0.011 -0.051 0.124
C -1.1058 -2.8582 -1.7897 0.017 0.012 -0.044
H 5.0378 2.6537 0.3221 0.085 0.054 0.011
C -1.5722 0.8599 0.9944 -0.027 0.021 0.184
C 3.6628 -0.1923 1.7364 -0.118 0.245 0.456
N 0.6938 0.3556 -1.7293 0.068 0.890 0.132
H 0.3485 -3.0820 1.2438 0.011 -0.017 0.100
C 4.0025 0.2845 -1.2277 0.203 -0.212 0.079
H -0.7317 0.7195 1.6562 0.037 -0.061 0.113
H 4.5810 -0.7868 1.7424 -0.022 -0.051 0.001
C 0.2253 -0.8973 -1.3199 -0.122 -0.806 0.409
H -4.5364 1.3498 -1.4429 0.016 0.017 -0.004
C -7.5433 -0.0770 1.1792 -0.122 0.059 -0.218
C -2.8540 0.5224 1.3810 -0.050 0.053 -0.150
C 1.4747 -0.7919 0.9480 0.125 -0.416 0.103
C 5.1514 1.6211 0.6571 -0.018 -0.077 0.007
C 3.9633 1.2978 1.5685 0.099 -0.036 -0.011
C 0.5988 -1.4444 -0.0897 -0.251 0.013 -0.192
H -8.4677 -0.0308 0.6112 0.026 0.005 -0.014
N -5.1968 0.3382 0.9614 0.160 -0.112 0.401
C -2.4222 1.5494 -1.1532 -0.046 0.014 -0.010
H -2.2239 1.9684 -2.1272 -0.083 0.046 -0.149
H -0.8941 -1.1937 -3.1156 -0.077 0.065 -0.080
H -1.1486 -4.3508 -0.2525 -0.026 -0.088 0.033
N 2.7913 -0.7028 0.6939 0.129 -0.075 0.025
O -6.5358 0.7339 -0.8440 -0.032 0.092 -0.270
C -3.9297 0.6939 0.5059 0.335 0.094 -0.169
C -1.3723 1.3710 -0.2732 0.672 0.268 -0.121
H 5.9231 1.2485 -1.3001 0.072 -0.072 0.017
H -7.3793 -1.0995 1.5131 0.005 -0.078 0.069
```
Forces are in eV/Å.

---

Question: Which value of net charge does entry 2 give?
Answer: +1

---

Question: Look up the net charge of the second one.
Answer: +1

---

Question: Which of these has the highest maximum force?
Answer: C21H25MgN6O4S